Here is one molecule with the formula C3H2O from OMol25. Energies are from ωB97M-V/def2-TZVPD.

Highest occupied orbital energy (alpha / beta) (eV): -9.8 / -9.8
Energy above the lowest of the compared OMol25 structures with the same formula, charge and spin (kcal/mol): 119.9
Total charge: 0

Last column: Löwdin charge in e.
Positions of all 6 atoms, in Å:
C 0.79 -1.02 0.04  0.3200
C 0.86 1.06 -0.08  0.3215
C 1.79 -0.01 0.02  -0.7636
O 2.98 0.00 0.01  0.0466
H -0.35 -1.22 0.08  0.0992
H -0.04 0.86 0.38  -0.0237